Entry 1:
Computed, not measured: 9 unconnected molecules or ions with the total composition C14H35Cl6N5O13S in a non-equilibrium geometry, with the ωB97M-V functional and the def2-TZVPD basis.

total energy = -4965.1679 hartree
LUMO energy = 0.02 eV
SMILES string = CCOS(C)(=O)=O.C[N+](=O)[O-].C[N+](=O)[O-].C[N+](=O)[O-].C[N+](=O)[O-].C[N+](=O)[O-].ClCCCl.ClCCCl.ClCCCl
energy relative to the best compared isomer or geometry (same formula, charge and spin) = 39.5 kJ/mol

Structure (ORCA input):
```
! wB97M-V def2-TZVPD RIJCOSX def2/J DEFGRID3
* xyz 0 1
O -4.755 1.368 -3.433
S -3.498 1.016 -3.983
O -3.302 1.094 -5.394
O -2.397 1.953 -3.252
C -1.226 2.273 -4.016
C -0.530 3.446 -3.404
C -3.006 -0.601 -3.413
H -1.567 2.493 -5.079
H -0.449 1.483 -4.097
H -1.119 4.248 -3.753
H 0.450 3.545 -3.840
H -0.462 3.510 -2.306
H -3.266 -1.317 -4.208
H -3.552 -0.871 -2.501
H -1.887 -0.811 -3.283
Cl -1.021 -2.057 -0.427
C -2.209 -2.680 0.685
C -3.563 -2.849 0.039
Cl -3.549 -4.145 -1.244
H -2.411 -1.905 1.422
H -1.946 -3.663 1.088
H -3.916 -1.947 -0.454
H -4.287 -3.122 0.810
Cl -4.569 3.456 2.313
C -2.785 3.688 2.003
C -2.596 4.902 1.160
Cl -0.761 5.081 0.979
H -2.500 2.748 1.567
H -2.295 3.932 2.960
H -2.959 5.757 1.694
H -3.034 4.848 0.145
Cl 6.058 3.922 0.352
C 4.735 5.103 0.096
C 3.481 4.481 0.529
Cl 3.013 3.279 -0.647
H 4.690 5.324 -0.941
H 4.972 5.981 0.721
H 2.688 5.241 0.518
H 3.528 4.097 1.524
C 2.955 -2.130 2.081
N 3.922 -1.421 1.216
O 4.657 -2.106 0.585
O 3.887 -0.192 1.281
H 2.892 -3.167 1.741
H 1.982 -1.612 2.095
H 3.424 -2.029 3.047
C 0.942 1.378 1.205
N 0.066 0.555 2.106
O 0.646 -0.021 2.999
O -1.126 0.523 1.890
H 0.412 1.451 0.264
H 1.907 0.897 1.103
H 0.899 2.314 1.745
C -1.056 -2.457 4.848
N -2.262 -2.787 4.048
O -3.081 -1.953 3.860
O -2.348 -3.910 3.644
H -1.370 -2.674 5.900
H -0.817 -1.403 4.723
H -0.259 -3.161 4.593
C 4.019 -0.414 -2.176
N 2.596 -0.544 -1.628
O 2.268 -1.529 -1.020
O 1.911 0.432 -1.739
H 4.226 -1.452 -2.477
H 4.631 -0.026 -1.383
H 3.936 0.350 -2.954
C -0.211 -6.509 -0.791
N 0.934 -6.397 0.173
O 0.832 -5.526 0.984
O 1.868 -7.151 0.022
H -0.479 -5.556 -1.237
H -1.057 -6.767 -0.188
H 0.054 -7.306 -1.491
*
```

Here is what Mulliken gives for the atomic charges, in e:
1. O -0.606
2. S 1.182
3. O -0.670
4. O -0.236
5. C -0.061
6. C -1.266
7. C -0.618
8. H 0.337
9. H 0.241
10. H 0.423
11. H 0.360
12. H 0.220
13. H 0.391
14. H 0.072
15. H 0.222
16. Cl 0.016
17. C 0.018
18. C -0.623
19. Cl -0.223
20. H -0.105
21. H 0.270
22. H 0.270
23. H 0.410
24. Cl -0.221
25. C -0.232
26. C -0.461
27. Cl -0.172
28. H 0.070
29. H 0.335
30. H 0.365
31. H 0.316
32. Cl -0.194
33. C -0.537
34. C -0.418
35. Cl -0.075
36. H 0.335
37. H 0.347
38. H 0.233
39. H 0.338
40. C -0.601
41. N 0.931
42. O -0.518
43. O -0.548
44. H 0.324
45. H 0.035
46. H 0.345
47. C -0.402
48. N 1.048
49. O -0.588
50. O -0.562
51. H 0.268
52. H -0.101
53. H 0.307
54. C -0.747
55. N 1.002
56. O -0.542
57. O -0.557
58. H 0.303
59. H 0.267
60. H 0.278
61. C -0.865
62. N 0.848
63. O -0.489
64. O -0.426
65. H 0.324
66. H 0.291
67. H 0.325
68. C -0.677
69. N 0.926
70. O -0.520
71. O -0.544
72. H 0.218
73. H 0.270
74. H 0.324

Entry 2:
Computed, not measured: a molecular structure, C14H35N5O13SZn2 in a non-equilibrium geometry, with the ωB97M-V functional and the def2-TZVPD basis.

total energy = -5762.8097 hartree
LUMO energy (spin up / spin down) = -8.03 / -8.27 eV
<S²> = 0.764

Structure (ORCA input):
```
! wB97M-V def2-TZVPD RIJCOSX def2/J DEFGRID3
* xyz 1 2
Zn 3.442 2.336 1.606
Zn 2.755 -1.237 0.516
S 5.579 -0.020 1.132
O 5.000 1.279 1.284
O 4.573 -0.907 0.615
O 6.677 -0.021 0.164
O 5.988 -0.529 2.435
O 0.760 -1.852 0.416
C -0.010 -0.692 0.720
C 0.716 0.642 1.192
O 2.164 0.695 1.092
H -0.940 -0.915 1.244
H -0.561 -0.393 -0.171
H 0.367 0.771 2.217
H 0.256 1.408 0.568
C -0.760 -5.091 1.054
C -0.989 -5.099 -0.432
O -0.695 -3.859 -1.081
O 0.517 -4.572 1.471
H -0.823 -6.090 1.485
H -1.543 -4.550 1.585
H -2.037 -5.371 -0.550
H -0.321 -5.866 -0.824
H -0.089 -3.378 -0.512
H 0.667 -3.648 1.257
O -2.465 -0.449 -2.992
C -1.690 0.379 -3.375
N -0.990 1.216 -2.611
C -1.256 0.442 -4.719
H -0.773 2.116 -3.015
H -1.154 1.137 -1.617
H -0.173 0.322 -4.746
H -1.682 1.305 -5.233
H -1.583 -0.346 -5.397
O -0.697 3.488 5.670
C -0.578 3.319 4.486
N 0.426 3.892 3.897
C -1.604 2.528 3.772
H 0.726 3.764 2.941
H 0.991 4.510 4.463
H -2.501 3.115 3.575
H -1.861 1.569 4.223
H -1.186 2.311 2.789
O -3.211 2.707 1.330
C -3.928 1.799 0.923
N -3.321 0.831 0.254
C -5.386 1.816 1.106
H -3.816 0.149 -0.304
H -2.320 0.718 0.182
H -5.667 2.492 1.913
H -5.926 0.888 0.918
H -5.782 2.408 0.282
O -0.580 3.856 -3.552
C -0.292 4.465 -2.527
N 0.352 3.878 -1.510
C -0.715 5.895 -2.369
H 0.574 2.893 -1.497
H 0.483 4.362 -0.633
H -1.511 6.060 -3.096
H 0.096 6.536 -2.715
H -1.033 6.200 -1.372
O 3.181 -3.619 0.305
C 3.330 -4.458 -0.638
N 3.806 -4.300 -1.798
C 2.857 -5.845 -0.404
H 4.193 -3.390 -2.001
H 3.805 -5.083 -2.436
H 3.465 -6.588 -0.920
H 1.895 -6.266 -0.697
H 2.809 -6.065 0.663
*
```

Here is what natural (NBO) gives for the atomic charges, in e:
1. Zn 1.714
2. Zn 1.709
3. S 2.600
4. O -1.176
5. O -1.068
6. O -0.611
7. O -0.620
8. O -0.980
9. C -0.092
10. C -0.122
11. O -1.080
12. H 0.190
13. H 0.139
14. H 0.184
15. H 0.158
16. C -0.092
17. C -0.087
18. O -0.729
19. O -0.757
20. H 0.189
21. H 0.159
22. H 0.185
23. H 0.146
24. H 0.483
25. H 0.493
26. O -0.602
27. C 0.659
28. N -0.865
29. C -0.727
30. H 0.420
31. H 0.365
32. H 0.228
33. H 0.247
34. H 0.244
35. O -0.589
36. C 0.641
37. N -0.813
38. C -0.699
39. H 0.353
40. H 0.412
41. H 0.282
42. H 0.247
43. H 0.189
44. O -0.677
45. C 0.666
46. N -0.801
47. C -0.733
48. H 0.409
49. H 0.381
50. H 0.263
51. H 0.238
52. H 0.254
53. O -0.621
54. C 0.684
55. N -0.826
56. C -0.722
57. H 0.399
58. H 0.384
59. H 0.262
60. H 0.245
61. H 0.228
62. O -0.753
63. C 0.698
64. N -0.742
65. C -0.746
66. H 0.403
67. H 0.426
68. H 0.215
69. H 0.269
70. H 0.270

Entry 3:
Computed, not measured: a molecular structure, C14H36AuO6S2Si2Te, with the ωB97M-V functional and the def2-TZVPD basis.

total energy = -2785.2654 hartree
LUMO energy (spin up / spin down) = -5.45 / -5.45 eV
energy relative to the best compared isomer or geometry (same formula, charge and spin) = 27.7 kJ/mol

Structure (ORCA input):
```
! wB97M-V def2-TZVPD RIJCOSX def2/J DEFGRID3
* xyz 1 1
Au -0.858 0.490 0.562
C 1.518 -2.433 2.148
O 0.428 -2.133 1.282
C 0.663 -2.435 -0.077
C 1.549 -1.416 -0.736
O 0.921 -0.118 -0.743
C 1.885 0.913 -0.992
C 1.178 2.244 -0.887
O 0.550 2.384 0.394
C 1.398 2.859 1.447
H 1.809 -3.483 2.052
H 1.179 -2.244 3.163
H 2.387 -1.802 1.947
H -0.311 -2.449 -0.572
H 1.117 -3.426 -0.190
H 1.766 -1.699 -1.769
H 2.495 -1.337 -0.193
H 2.318 0.783 -1.987
H 2.683 0.827 -0.250
H 0.378 2.317 -1.628
H 1.893 3.051 -1.069
H 1.793 3.838 1.176
H 2.220 2.168 1.646
H 0.775 2.950 2.333
O -4.924 1.942 1.083
S -3.684 2.360 0.504
O -3.334 3.742 0.509
O -3.241 1.574 -0.634
S -2.213 1.543 2.066
C -2.693 -3.503 -2.538
Si -3.331 -1.747 -2.664
C -1.948 -0.541 -2.988
C -4.646 -1.612 -3.974
C -4.157 -1.293 -1.019
Te -3.099 -1.009 0.809
C -2.719 -3.021 1.402
Si -3.691 -3.369 3.008
C -5.468 -2.864 2.760
C -2.877 -2.361 4.347
C -3.546 -5.201 3.308
H -2.267 -3.822 -3.492
H -3.501 -4.198 -2.294
H -1.917 -3.624 -1.781
H -1.571 -0.673 -4.005
H -1.105 -0.673 -2.310
H -2.301 0.489 -2.883
H -4.241 -1.867 -4.956
H -5.038 -0.595 -4.032
H -5.483 -2.284 -3.776
H -4.869 -2.059 -0.687
H -4.656 -0.326 -1.096
H -1.648 -3.130 1.560
H -3.007 -3.661 0.567
H -5.581 -1.811 2.494
H -6.024 -3.017 3.687
H -5.952 -3.467 1.988
H -2.812 -1.301 4.079
H -1.867 -2.722 4.554
H -3.447 -2.421 5.276
H -4.010 -5.773 2.503
H -4.050 -5.474 4.237
H -2.504 -5.513 3.394
*
```

Here is what natural (NBO) gives for the atomic charges, in e:
1. Au 0.863
2. C -0.257
3. O -0.558
4. C -0.101
5. C -0.093
6. O -0.595
7. C -0.095
8. C -0.103
9. O -0.568
10. C -0.256
11. H 0.185
12. H 0.212
13. H 0.170
14. H 0.201
15. H 0.204
16. H 0.207
17. H 0.191
18. H 0.211
19. H 0.188
20. H 0.224
21. H 0.215
22. H 0.202
23. H 0.173
24. H 0.225
25. O -0.923
26. S 2.358
27. O -0.897
28. O -1.019
29. S -0.377
30. C -1.120
31. Si 1.643
32. C -1.136
33. C -1.115
34. C -1.141
35. Te 1.060
36. C -1.173
37. Si 1.637
38. C -1.135
39. C -1.126
40. C -1.114
41. H 0.254
42. H 0.246
43. H 0.221
44. H 0.252
45. H 0.222
46. H 0.265
47. H 0.252
48. H 0.253
49. H 0.248
50. H 0.256
51. H 0.288
52. H 0.274
53. H 0.256
54. H 0.247
55. H 0.262
56. H 0.244
57. H 0.244
58. H 0.241
59. H 0.259
60. H 0.247
61. H 0.257
62. H 0.244